Entry from the Open Molecules 2025 dataset: C38H104BeNO15 as an isolated structure in a non-equilibrium geometry (ωB97M-V/def2-TZVPD).

Cartesian coordinates (Å):
O: -0.37573 3.08249 -0.88159
O: -4.52561 -0.88456 -0.39361
O: -3.56334 -3.98926 -4.87348
O: 4.75244 3.56342 2.65691
O: 4.45869 2.78646 -3.73395
O: -0.26166 4.42917 -5.39017
O: -4.82447 1.92828 -0.50388
O: -2.07904 0.54845 -0.42535
O: 3.86104 -0.53628 2.93665
O: 5.59510 -2.75770 2.57208
O: 1.78134 3.62144 -3.35756
O: -5.31187 -0.07763 3.62371
O: -3.39965 1.99478 1.99643
O: -2.07259 2.49917 5.96328
O: -3.90724 -7.20184 2.22263
N: -0.83204 0.34017 -0.69147
C: 3.80698 3.69482 1.59261
C: -4.86079 -1.98327 -1.24372
C: -0.79651 1.83624 5.98272
C: 1.42040 -0.33593 0.05302
C: -3.96253 -0.61023 5.48386
C: -0.02500 3.79497 -6.65717
C: -2.82070 -5.96403 -3.77144
C: -3.37881 -1.47052 3.14732
C: 5.79485 -2.67852 1.16212
C: 4.03393 2.50911 0.69069
C: 3.90281 0.80408 4.99762
C: -0.09115 0.61162 1.69054
C: 4.65482 -0.15383 4.07126
C: 1.61171 -0.99651 -1.31795
C: 4.47936 -2.93198 0.44932
C: -2.38304 -4.69076 -4.48198
C: -0.12214 2.02399 7.34360
C: 2.31183 4.83909 -2.75667
C: -2.06549 -5.72826 3.01705
C: 5.94649 0.52676 3.60589
C: -0.97418 4.52110 -7.58248
C: -0.07780 -0.23997 0.41619
C: 0.87520 -0.15960 -2.36115
C: -4.47122 -1.10799 4.11921
C: -6.35115 -2.21435 -1.19381
C: -1.07644 1.00997 -3.10684
C: -0.63893 -0.06967 -2.10541
C: 2.40141 3.91139 2.12919
C: -1.39258 -1.36504 -2.43692
C: -3.43256 -5.88546 2.34413
C: -0.04765 2.41350 4.78817
C: 1.18653 5.82375 -2.62445
C: 4.50784 1.68144 -2.82158
C: -0.28913 2.31039 -6.56840
C: -3.42029 -5.23141 0.98333
C: -1.42617 -5.00610 -5.60902
C: -0.55759 -1.65190 0.81200
C: 4.52467 0.36263 -3.55645
Be: -2.61652 3.12214 0.04433
H: -3.83195 -1.56910 2.15907
H: 2.69016 -0.94827 -1.48846
H: 2.00667 -0.85757 0.80701
H: -3.03270 -4.21328 0.97372
H: -2.13724 1.24853 -2.99130
H: -1.93012 -4.02771 -3.74104
H: 4.44962 1.04053 5.90442
H: 1.79463 0.68749 -0.06470
H: -0.52646 -5.51271 -5.24665
H: 1.01506 2.16481 4.85436
H: 4.17857 -3.96778 0.63235
H: -2.48950 -0.83357 3.14872
H: -2.94133 -2.42653 3.45672
H: -6.87958 -1.29657 -1.45354
H: 2.84615 4.51296 -1.85690
H: 5.35735 -1.85123 2.79789
H: 6.66090 -0.20329 3.21737
H: -3.16140 0.13677 5.44320
H: -0.26914 2.12526 -0.98718
H: -0.76945 5.59281 -7.59931
H: 2.53192 3.20585 -3.80991
H: -3.63052 1.06439 1.86404
H: -0.12914 3.49887 4.78619
H: -6.72831 -2.52670 -0.21774
H: -2.45480 -1.17713 -2.55916
H: 4.82736 4.39155 3.14091
H: 5.27109 3.29684 -3.73233
H: -0.48805 1.92068 -3.03727
H: 0.27555 5.40021 -2.19769
H: 3.34364 0.23608 2.68336
H: 6.43620 -3.48997 0.81769
H: -5.02861 -1.98429 4.45178
H: 0.63222 0.36842 2.47232
H: -3.60151 -0.61389 -0.48466
H: 0.99242 4.03355 -6.98324
H: -6.61809 -3.03612 -1.85935
H: 4.48206 -2.82311 -0.63992
H: 1.49272 6.60633 -1.92410
H: -0.98366 0.77046 5.80690
H: 1.08772 -0.67650 -3.30188
H: 3.99048 4.63506 1.05480
H: -0.20282 3.04355 7.71258
H: -0.03644 1.76753 -7.47865
H: -3.54506 -5.74832 -2.98582
H: -1.86048 -4.66944 3.18839
H: -1.03182 -4.08117 -6.03527
H: -4.32015 -5.35518 0.38077
H: -1.26540 -6.03728 2.33295
H: 0.51948 3.43825 -0.90416
H: -0.99009 0.57011 -4.09860
H: 6.20879 -1.70037 0.90480
H: 3.63642 -2.33989 0.81369
H: -3.09538 -6.79869 -4.41676
H: 3.59000 2.75717 -0.27982
H: -4.50476 1.30724 -1.16783
H: -4.32446 -2.87276 -0.90100
H: -0.79847 4.24803 -8.63206
H: 2.23361 4.85090 2.65242
H: 5.50121 0.08892 -3.94766
H: -4.92783 0.78375 3.79889
H: -1.91574 -6.28395 3.94289
H: -1.14495 -2.21427 -1.80435
H: -0.29440 -2.35352 0.02487
H: 0.45057 4.23652 -4.76353
H: 0.94504 1.81794 7.23428
H: 1.33846 -2.04810 -1.41021
H: -1.83227 -5.70311 -6.34308
H: 3.84757 1.72808 4.40416
H: 5.08866 2.31642 0.51033
H: 0.18710 1.85441 -5.69524
H: 1.33729 0.82411 -2.48455
H: -0.98192 -1.68509 -3.39974
H: 5.39125 1.81294 -2.19356
H: -1.34222 2.10888 -6.34433
H: 3.62188 1.79489 -2.19319
H: -1.06174 0.52953 2.18204
H: 4.19594 -0.46732 -2.92587
H: 1.69451 3.99097 1.28633
H: -3.47345 -1.42436 6.02847
H: -1.99649 -6.39457 -3.18331
H: -4.81117 -0.22289 6.04349
H: -3.82470 -4.27771 -5.75347
H: -3.65617 -7.67010 3.02442
H: 3.53968 1.58068 0.98245
H: -4.58318 -1.70469 -2.26409
H: 0.18973 1.64464 1.45372
H: 2.86887 0.48337 5.13124
H: -2.04824 4.38444 -7.45896
H: -4.05486 -5.26434 3.01198
H: 3.09798 5.15023 -3.44819
H: -0.41872 1.92233 3.88899
H: 4.88914 -1.08225 4.59487
H: -1.65342 -1.65683 0.81321
H: -3.58785 2.18068 2.92287
H: -0.23392 -1.89662 1.81918
H: -2.70004 -5.79829 0.37314
H: -2.62792 2.08596 6.63274
H: 1.98223 3.04932 2.65736
H: -5.67925 1.57578 -0.23511
H: 5.69474 1.19434 2.78138
H: 6.45032 1.10807 4.37605
H: 0.92529 6.28471 -3.57419
H: -0.55842 1.27168 7.99952
H: 3.75167 0.39444 -4.32775

The charge is +1. For the HOMO energy, the calculation gives -10.3 eV. As for the HOMO-LUMO gap: 4.5120 eV. Its electronic energy is -2707.84653 Ha. Its LUMO energy is -5.8 eV.

---

Entry from the Open Molecules 2025 dataset: a 12-piece molecular cluster, C38H104N4O12 overall in a non-equilibrium geometry (ωB97M-V/def2-TZVPD).

Cartesian coordinates (Å):
O: 0.46450 3.13885 -4.71475
O: -3.26069 -1.02788 -3.44271
O: 0.23014 5.43254 3.37770
O: -0.86763 -2.04744 3.99495
O: 5.84889 0.16587 4.56187
O: 4.53182 2.87921 -0.27587
O: -3.33109 -4.28474 0.70261
O: 0.66344 0.35279 0.82114
O: -5.41657 4.50399 -1.06114
O: 0.61467 -4.79776 -0.74181
O: -4.88396 0.05456 1.41989
O: 5.98442 -1.36497 -4.73930
N: 2.95496 5.34511 -0.27910
N: -2.08228 -4.14591 -1.96945
N: -2.08903 0.15343 1.55563
N: -6.61149 -5.77217 1.51938
C: -5.40003 -5.52109 0.70445
C: 5.91073 1.52574 4.13244
C: -5.80078 -4.67538 -0.52308
C: 0.99605 4.00400 -0.83307
C: 6.38303 -2.59136 -2.71211
C: 5.95824 -1.25735 -3.31688
C: 1.81006 -4.25949 -1.26406
C: -0.53861 -1.02644 4.92734
C: 2.05381 0.23836 0.95714
C: 3.31885 3.00719 -0.99395
C: 5.41205 1.96844 -0.83640
C: -1.51283 -0.38106 0.31290
C: 0.81621 -0.43405 4.60963
C: -3.35591 -2.36423 -2.98985
C: 2.78771 -3.90259 -0.15694
C: -0.94836 3.18230 -4.84404
C: 0.43734 4.07460 3.81392
C: -1.06273 -2.96142 -3.82052
C: -1.53823 2.30347 -3.74505
C: -4.09885 3.98558 -0.85131
C: -3.92641 3.70631 0.64204
C: -4.36906 -4.76182 1.53724
C: 5.14085 1.59179 2.81745
C: 5.28793 2.41076 5.18695
C: -1.96190 -2.81981 -2.58992
C: 4.52117 -0.95748 -2.86484
C: -1.40024 2.76428 -6.24477
C: -0.05906 -0.79160 0.46558
C: -2.25533 -3.77252 1.44775
C: -1.72877 0.60836 -0.80486
C: -3.07493 5.06888 -1.22416
C: 2.41169 3.98218 -0.27974
C: -5.21018 -0.98920 0.51663
C: 2.42047 -5.24384 -2.23511
C: -0.20344 3.15950 2.78460
C: 1.95697 3.87788 3.86592
C: -4.46486 -0.48784 -3.93998
C: -0.57737 -1.56247 6.35604
H: -1.07707 3.53261 -6.94756
H: -4.32978 0.57111 -4.13534
H: 6.91997 1.89100 3.91309
H: -6.45844 -3.83491 -0.30449
H: -1.42900 -2.14717 -1.90915
H: -4.90192 -0.74352 -0.50711
H: -1.46307 0.25432 -1.79908
H: -1.41845 2.77919 -2.76896
H: 5.75742 2.23089 6.15835
H: 0.84248 -0.06928 3.58081
H: -3.12204 5.45426 -2.24563
H: -0.03347 3.92425 4.78652
H: -6.28235 -1.17545 0.52462
H: -3.05010 3.10029 0.90485
H: 4.20581 0.00579 -3.27600
H: 5.07341 0.92669 -0.78186
H: -1.19582 -4.50400 -1.62141
H: -4.67657 -1.90213 0.80863
H: -1.43147 -3.40294 0.83704
H: -3.82951 4.62112 1.22419
H: 2.29950 -0.60331 1.61961
H: -0.14169 5.93109 4.10928
H: -0.69526 -0.76162 7.08874
H: -1.42044 0.84678 1.88929
H: 4.47054 -0.95347 -1.77597
H: 2.43490 4.58313 4.54844
H: 0.74913 -5.60392 -0.23395
H: -2.63791 -4.07672 -1.11900
H: 5.38424 3.47220 4.94144
H: -1.41375 -2.24204 6.52739
H: -2.48556 2.66081 -6.30835
H: 6.43272 0.07382 5.32294
H: 3.16657 -4.78105 0.36719
H: -0.94955 -1.95436 -4.24599
H: 0.34651 -1.23644 -0.46065
H: -3.07774 5.88205 -0.50039
H: -1.01865 1.77312 -6.49326
H: 0.33700 -2.11181 6.59590
H: -2.08881 4.59312 -1.16793
H: 5.61730 -0.52777 -5.04884
H: -2.15463 -0.58436 2.25317
H: -5.35270 5.32582 -1.55021
H: 2.36855 3.68571 0.77795
H: 5.77220 1.23119 2.00251
H: 6.56477 -0.42985 -2.93634
H: 3.81984 -1.71968 -3.21141
H: -2.10600 -1.28483 0.13249
H: -4.92268 -6.43708 0.35238
H: 3.33998 -4.87122 -2.68182
H: 0.82234 3.90541 -5.17491
H: 0.25787 4.39365 -0.13279
H: 2.77115 2.06666 -1.09979
H: 3.88620 5.39401 0.12018
H: -3.93174 -5.40789 2.30457
H: -1.26463 -0.21516 4.84189
H: -4.86312 -3.92052 2.04061
H: -1.01843 1.34687 -3.67804
H: -7.35926 -6.02019 0.88026
H: 2.45818 3.98612 2.90577
H: 1.69447 -1.06132 4.80024
H: 2.39654 5.96405 0.29793
H: 5.78150 2.18925 -1.84787
H: -2.48231 -2.91474 2.09142
H: 0.70354 2.98321 -1.09718
H: 1.04836 0.40231 5.28118
H: -3.90478 0.14553 1.40848
H: 4.85596 2.60109 2.52035
H: 2.47039 1.09083 1.49758
H: 3.50831 3.38032 -2.00799
H: 7.45397 -2.73860 -2.86623
H: 2.49310 0.18743 -0.04389
H: 2.16269 2.87845 4.26417
H: -1.11241 1.50621 -0.67628
H: -4.75331 -0.99694 -4.86608
H: 1.72106 -5.42107 -3.05608
H: -1.83192 -4.54918 2.09392
H: 1.55286 -3.34062 -1.80065
H: -2.75981 0.96351 -0.77737
H: -4.70642 3.03293 1.00559
H: 2.30988 -3.20795 0.54176
H: 0.28867 3.22028 1.81152
H: 5.83146 -3.42758 -3.13465
H: 4.21410 2.27609 5.33424
H: 0.07883 -1.62069 1.17858
H: 6.33222 1.98928 -0.24098
H: -6.30871 -5.33951 -1.22865
H: -4.91776 -4.32238 -1.06407
H: -2.60543 2.11677 -3.86077
H: -4.05257 -2.39470 -2.13854
H: -3.79981 -2.99904 -3.76644
H: -4.00705 3.07045 -1.44049
H: -0.08362 2.09667 3.01384
H: 0.92894 4.59809 -1.74617
H: -5.26820 -0.65520 -3.21475
H: -1.33928 4.18957 -4.65596
H: -1.56108 -3.53071 -4.60423
H: -0.04160 -3.26440 -3.59658
H: 3.62485 -3.29127 -0.50245
H: 4.25952 0.95177 2.87088
H: -1.25963 3.40912 2.68376
H: -6.85832 -4.83139 1.82659
H: 6.21725 -2.60012 -1.63410
H: -0.20787 -2.74576 4.07806
H: 2.55107 -6.19451 -1.71195

The charge is 0. For the HOMO energy, the calculation gives -8.6 eV. As for the HOMO-LUMO gap: 8.9689 eV. Its relative energy (zero: lowest compared OMol25 entry of this formula, charge and spin) is 0.0 kcal/mol. Its electronic energy is -2631.99640 Ha. Its LUMO energy is 0.3 eV.